Record 1
The following is a quantum chemistry calculation of a 2-piece molecular cluster, C11H12NP overall in a non-equilibrium geometry, from the OMol25 dataset.

Calculated values
Total energy (eV): -22376.523
LUMO (eV): -0.16
Relative energy (zero: lowest compared OMol25 entry of this formula, charge and spin) (kcal/mol): 61.1
Frontier orbital gap (eV): 8.258
Structure (SMILES): C/C=C/c1cccnc1.C=CC#P

XYZ file:
```
25
Properties=species:S:1:pos:R:3:forces:R:3:lowdin_charge:R:1
C 2.396 2.070 1.092 0.1 0.4 -1.5 -0.100
C 0.982 1.647 0.818 0.9 1.5 -2.5 -0.177
C 0.512 0.505 1.252 -0.2 0.1 2.0 -0.167
C -0.767 -0.053 0.857 0.0 -2.1 0.2 -0.225
C -1.607 0.444 -0.150 -1.0 -1.5 0.6 -0.060
C -2.721 -0.321 -0.537 0.3 0.8 0.1 -0.077
C -2.861 -1.559 0.081 -1.8 0.0 -1.4 -0.201
N -2.146 -2.052 1.064 1.6 0.1 0.5 0.058
C -1.070 -1.335 1.422 -0.4 0.9 1.6 -0.091
H 2.519 2.055 2.125 0.6 0.3 2.0 0.045
H 3.026 1.261 0.711 0.2 0.2 -0.2 0.040
H 2.750 3.047 0.657 -0.7 -1.0 0.5 0.093
H 0.524 2.179 -0.051 -0.1 -0.5 0.9 0.114
H 1.096 0.018 2.090 -0.8 0.2 -1.1 0.127
H -1.443 1.362 -0.636 0.4 1.1 -0.3 0.094
H -3.482 0.064 -1.283 1.2 -0.7 0.9 0.127
H -3.676 -2.177 -0.305 0.1 -0.1 0.4 0.102
H -0.523 -1.658 2.408 -0.8 0.4 -2.3 0.144
C -0.043 -0.827 -2.186 -0.7 0.3 0.0 -0.011
C 1.162 -0.350 -1.791 0.2 0.8 -1.9 -0.300
C 2.020 -1.064 -0.882 0.8 -0.3 0.7 -0.650
P 2.981 -1.728 0.163 -1.1 0.6 -1.3 0.810
H -0.861 -0.330 -2.828 2.0 -0.5 0.8 0.101
H -0.374 -1.783 -1.769 0.1 0.3 0.0 0.072
H 1.608 0.584 -2.319 -0.8 -1.5 1.3 0.132
```
Forces are in eV/Å.

***

Record 2
The following is a quantum chemistry calculation of one molecule with the formula C5H8Si in a non-equilibrium geometry, from the OMol25 dataset.

Calculated values
Total energy (eV): -13188.712
LUMO (eV): 0.65
Relative energy (zero: lowest compared OMol25 entry of this formula, charge and spin) (kcal/mol): 41.9
Frontier orbital gap (eV): 9.781
Structure (SMILES): C#C/C=C\[SiH2]C

XYZ file:
```
14
Properties=species:S:1:pos:R:3:forces:R:3:lowdin_charge:R:1
C 3.115 -0.804 0.012 -1.0 -0.2 -0.2 0.133
C 2.291 0.069 0.138 1.9 -1.3 0.3 -0.187
C 1.666 1.258 0.464 -0.7 2.4 -0.7 -0.249
C 0.356 1.519 0.317 -0.2 2.3 0.7 -0.253
Si -1.202 0.573 -0.243 0.1 1.0 0.1 0.586
C -1.017 -1.260 0.133 -0.1 0.7 1.5 -0.290
H 3.554 -1.746 -0.150 0.5 -0.3 -0.1 0.020
H 2.340 2.166 0.611 -0.7 -1.5 0.2 0.131
H 0.266 2.634 0.535 -0.7 -1.4 -0.4 0.068
H -1.363 1.070 -1.720 0.0 -0.7 1.1 -0.031
H -2.461 1.019 0.541 1.0 0.0 -0.5 -0.038
H -0.289 -1.355 1.060 -0.8 -0.2 -2.5 0.074
H -1.981 -1.467 0.652 0.4 -0.4 -0.9 0.007
H -0.895 -1.779 -0.847 0.3 -0.3 1.4 0.028
```
Forces are in eV/Å.

***

Record 3
The following is a quantum chemistry calculation of a 2-piece molecular cluster, C2H5B overall in a non-equilibrium geometry, from the OMol25 dataset.

Calculated values
Total energy (eV): -2823.243
LUMO (alpha / beta) (eV): -0.08 / -3.19
Relative energy (zero: lowest compared OMol25 entry of this formula, charge and spin) (kcal/mol): 83.6
Frontier orbital gap (alpha / beta) (eV): 5.987 / 7.249
Multiplicity: 3

XYZ file:
```
8
Properties=species:S:1:pos:R:3:forces:R:3:lowdin_spin:R:1
B 0.971 0.750 -0.186 -0.6 0.8 1.3 0.855
C -1.231 -0.623 -0.038 -0.8 1.0 -1.4 0.162
C -0.016 -0.292 0.269 3.7 0.2 0.3 0.198
H 1.103 1.693 0.573 1.3 0.1 -1.4 0.089
H 2.181 0.462 -1.736 -0.7 0.2 0.7 0.645
H -1.629 -1.200 0.701 -2.2 -1.6 1.3 0.010
H -1.759 -0.104 -0.817 -0.3 -0.5 -0.4 0.012
H 0.379 -0.687 1.234 -0.3 -0.1 -0.5 0.030
```
Forces are in eV/Å.